# 1
{"formula": "H5N2PS", "method": "wB97M-V/def2-TZVPD", "e_above_lowest_kj_mol": 292.2, "fmax_ev_per_a": 3.45, "e_tot_ha": -851.9601, "smiles": "P=S.NN", "elements": ["P", "S", "H", "N", "N", "H", "H", "H", "H"], "xyz": [[2.61885, -0.38198, 1.46714], [3.06358, 0.16732, -0.36072], [2.13653, 0.86917, 1.74289], [-0.73555, -0.49304, -0.25460], [-1.78295, 0.49369, -0.33224], [-0.75034, -1.05824, 0.57792], [-0.70112, -1.06178, -1.11765], [-1.31614, 1.33582, -0.86354], [-2.53286, 0.12905, -0.85921]], "forces_ev_per_angstrom": [[0.6, -0.2, -1.7], [0.1, -0.7, 0.6], [-0.6, 0.9, 1.0], [0.2, 0.1, -1.4], [2.8, 2.0, -0.2], [-0.5, 0.0, 0.0], [0.1, 0.2, 1.0], [-1.6, -2.2, 1.3], [-1.0, -0.2, -0.8]]}



# 2
{"formula": "C32H49AlClNO3PS", "method": "wB97M-V/def2-TZVPD", "e_above_lowest_kj_mol": 73.2, "fmax_ev_per_a": 6.08, "e_tot_ha": -2971.4632, "charge": -1, "elements": ["Al", "P", "Cl", "C", "H", "H", "C", "C", "C", "H", "C", "H", "H", "C", "H", "H", "C", "H", "H", "C", "H", "H", "H", "H", "C", "C", "H", "C", "H", "H", "C", "H", "H", "C", "H", "H", "C", "H", "H", "H", "H", "C", "H", "C", "H", "H", "C", "H", "H", "C", "H", "H", "C", "H", "H", "H", "H", "C", "C", "H", "C", "H", "C", "H", "H", "C", "H", "H", "C", "H", "H", "H", "H", "O", "C", "N", "S", "O", "O", "C", "C", "C", "C", "C", "C", "H", "H", "H", "H"], "xyz": [[0.96865, 1.79782, 1.65881], [0.06239, 0.57297, -1.14972], [1.70933, 3.62768, 0.92512], [-0.24102, -0.01849, 0.46941], [0.37721, -0.86304, 0.77957], [-1.27202, -0.00396, 0.82018], [1.87248, 0.81343, -1.41668], [-0.76954, 2.20865, -1.26511], [2.29557, 0.93982, -2.89285], [2.06139, 1.78871, -0.92000], [3.74743, 1.42540, -2.97624], [2.21225, -0.03948, -3.38847], [1.64829, 1.62973, -3.45374], [4.71938, 0.54757, -2.17354], [4.05745, 1.44999, -4.02785], [3.80145, 2.45760, -2.60197], [4.22313, 0.21463, -0.76116], [4.88641, -0.38938, -2.72236], [5.69279, 1.04821, -2.10966], [2.75940, -0.24848, -0.74044], [4.85413, -0.56817, -0.32300], [4.32249, 1.10253, -0.11961], [2.66553, -1.19907, -1.29017], [2.46192, -0.45305, 0.29707], [-0.61357, -0.62482, -2.36052], [-2.29883, 2.06306, -1.23781], [-0.45123, 2.72668, -0.33768], [-2.97098, 3.43783, -1.12110], [-2.64174, 1.56489, -2.15935], [-2.62092, 1.42945, -0.39885], [-2.49262, 4.43633, -2.18137], [-4.05661, 3.31154, -1.19459], [-2.76116, 3.84637, -0.12280], [-0.96519, 4.48812, -2.32757], [-2.93814, 4.17527, -3.15123], [-2.86168, 5.43697, -1.92875], [-0.31110, 3.10409, -2.42881], [-0.69889, 5.07512, -3.21519], [-0.53812, 5.00859, -1.45832], [-0.57230, 2.63925, -3.39261], [0.78114, 3.23127, -2.41912], [0.23819, -1.90317, -2.39690], [-1.60206, -0.87578, -1.93290], [-0.47149, -2.98981, -3.20709], [1.21328, -1.68210, -2.85782], [0.44051, -2.27057, -1.38006], [-0.83066, -2.51118, -4.62130], [0.17592, -3.87370, -3.26336], [-1.38581, -3.29166, -2.67506], [-1.54136, -1.15155, -4.64131], [0.09210, -2.43944, -5.21268], [-1.46220, -3.26118, -5.11049], [-0.84635, -0.08798, -3.78163], [-1.61493, -0.78461, -5.67146], [-2.56772, -1.27747, -4.27038], [0.11716, 0.18926, -4.23635], [-1.46001, 0.82366, -3.76338], [-0.14587, -3.11614, 1.03641], [-1.32844, -2.51620, 0.60381], [0.62963, -3.43105, 0.33002], [-2.51440, -2.39848, 1.50455], [-1.50428, -2.29398, -0.45099], [-2.10651, -2.26070, 2.98231], [-3.13636, -1.54019, 1.21184], [-3.15833, -3.29040, 1.40575], [-1.04180, -3.26414, 3.40590], [-1.73628, -1.24043, 3.14086], [-2.99466, -2.36253, 3.62306], [0.19251, -3.23788, 2.48653], [-0.73938, -3.05809, 4.44253], [-1.47581, -4.27338, 3.39467], [0.83884, -2.39390, 2.79647], [0.79692, -4.14277, 2.64956], [1.98832, 0.63567, 2.73711], [1.08223, 0.73115, 3.68624], [0.10918, 1.62532, 3.35375], [-1.28978, 1.53672, 4.28932], [-1.55589, 2.80092, 4.91307], [-2.30668, 0.90447, 3.47620], [-0.47770, 0.36005, 5.34447], [-1.05375, -0.28680, 6.43180], [-0.29668, -1.27353, 7.08061], [0.98531, -1.62484, 6.61922], [1.53898, -0.99464, 5.50952], [0.80513, 0.03325, 4.89707], [-2.05787, -0.00838, 6.74792], [-0.71094, -1.77881, 7.95221], [1.54743, -2.40162, 7.14029], [2.51776, -1.24310, 5.09813]], "forces_ev_per_angstrom": [[-1.1, -3.2, 2.8], [-0.2, -0.7, 1.2], [0.1, 0.3, -0.4], [2.0, 2.5, -0.2], [-0.3, 0.6, -0.1], [0.2, 0.1, 0.0], [-0.2, 0.1, -0.1], [0.1, 0.1, -0.3], [0.0, 0.1, -0.1], [0.0, -0.3, -0.2], [0.1, 0.1, 0.1], [0.0, 0.2, 0.2], [0.2, -0.2, 0.2], [0.0, -0.1, -0.1], [0.0, 0.1, 0.1], [-0.1, -0.1, 0.0], [-0.1, 0.1, 0.0], [-0.1, 0.1, 0.0], [-0.1, -0.1, 0.0], [0.1, -0.2, 0.1], [-0.1, 0.2, 0.0], [-0.1, -0.2, -0.1], [0.0, 0.2, 0.1], [0.0, 0.2, -0.2], [-0.1, 0.5, -0.6], [-0.2, 0.0, 0.0], [-0.2, -0.3, -0.4], [0.2, 0.0, 0.1], [0.1, 0.1, 0.2], [0.1, 0.2, -0.2], [0.0, -0.1, -0.2], [0.1, 0.1, 0.1], [0.0, -0.1, -0.1], [0.0, 0.0, 0.2], [0.1, 0.0, 0.1], [0.0, -0.1, -0.1], [-0.1, 0.1, -0.1], [0.0, 0.0, 0.2], [0.0, -0.1, -0.1], [0.0, 0.1, 0.2], [-0.3, 0.0, 0.1], [0.0, -0.1, 0.1], [0.3, 0.1, -0.1], [-0.1, 0.1, 0.0], [-0.3, -0.1, 0.1], [-0.1, 0.2, -0.3], [0.2, 0.0, 0.0], [-0.2, 0.1, 0.0], [0.2, 0.0, -0.1], [-0.1, 0.0, 0.1], [-0.1, 0.0, 0.0], [0.1, 0.1, 0.0], [0.1, -0.2, -0.2], [-0.1, -0.1, 0.1], [0.1, 0.0, 0.0], [-0.2, -0.1, 0.1], [0.1, -0.3, 0.0], [-2.6, 1.3, -1.0], [2.1, -3.0, 0.6], [-0.2, 0.4, 0.0], [-0.2, 0.4, 0.7], [0.2, -0.3, 0.2], [0.0, 0.4, 0.0], [0.1, -0.1, 0.1], [0.2, 0.2, -0.3], [0.1, -0.2, 0.0], [0.0, -0.2, 0.0], [0.2, 0.1, -0.1], [0.0, -0.3, 0.6], [0.0, 0.0, -0.2], [0.1, 0.0, -0.1], [-0.2, -0.1, -0.2], [-0.1, 0.2, 0.0], [1.9, 0.9, -3.0], [-1.0, -2.9, 5.3], [-2.2, 2.9, -1.6], [4.0, -2.1, -0.2], [-0.9, 0.6, 0.0], [-1.3, 0.6, -0.2], [-3.3, 0.9, 1.6], [0.7, 0.2, -0.5], [-1.4, 0.0, 0.9], [1.3, 0.4, -1.4], [0.3, -1.7, 1.8], [2.1, 1.8, -5.2], [0.1, -0.2, 0.1], [0.1, 0.1, -0.1], [-0.1, 0.1, -0.1], [-0.2, -0.1, 0.3]]}



# 3
{"formula": "C21H21N2O4PS", "method": "wB97M-V/def2-TZVPD", "e_above_lowest_kj_mol": 0.0, "fmax_ev_per_a": 2.27, "e_tot_ha": -1962.9103, "smiles": "Cc1cc(OC[P@@]2(=O)OCC[C@@H](c3cccnc3)O2)c2c(c1C)Cc1scnc1-2", "elements": ["C", "C", "C", "C", "O", "C", "P", "O", "O", "C", "C", "C", "C", "C", "C", "C", "N", "C", "O", "C", "C", "C", "C", "C", "C", "S", "C", "N", "C", "H", "H", "H", "H", "H", "H", "H", "H", "H", "H", "H", "H", "H", "H", "H", "H", "H", "H", "H", "H", "H"], "xyz": [[1.67179, 0.80381, 4.23150], [0.85869, 1.35172, 3.05348], [1.35361, 2.40353, 2.27690], [0.72408, 2.89542, 1.16852], [1.38324, 3.85705, 0.43424], [1.78504, 3.47531, -0.93411], [2.62692, 1.87615, -1.13809], [3.31611, 1.83287, -2.44940], [3.72381, 1.63426, 0.06564], [4.20333, 0.28033, 0.12477], [3.02851, -0.71243, 0.27541], [2.13767, -0.63347, -0.96346], [1.09319, -1.74442, -0.89990], [-0.09120, -1.65592, -0.13403], [-1.04522, -2.66232, -0.33009], [-0.79174, -3.71327, -1.22150], [0.36924, -3.80355, -1.86863], [1.32911, -2.85770, -1.69356], [1.50179, 0.64526, -1.04030], [-0.54985, 2.42760, 0.89370], [-1.13098, 1.37628, 1.64135], [-0.41695, 0.84934, 2.73397], [-1.11834, -0.15919, 3.62007], [-2.50605, 1.01594, 1.09647], [-2.62906, 2.03228, 0.02800], [-3.82421, 2.38324, -1.14031], [-2.70799, 3.64248, -1.69662], [-1.57402, 3.78663, -1.10226], [-1.53475, 2.81438, -0.09986], [1.81401, -0.27918, 4.12690], [1.08738, 0.95662, 5.12296], [2.67255, 1.28360, 4.28131], [2.31959, 2.78432, 2.54216], [2.48487, 4.23047, -1.31493], [0.88633, 3.49525, -1.59661], [4.90711, 0.10593, 0.93522], [4.77342, 0.08507, -0.78603], [3.47107, -1.69693, 0.41140], [2.40566, -0.53249, 1.15328], [2.74516, -0.75541, -1.91020], [-0.22838, -0.81560, 0.51656], [-2.00179, -2.63320, 0.17060], [-1.55741, -4.46371, -1.43191], [2.27220, -2.97324, -2.21191], [-0.45068, -1.02402, 3.87358], [-2.01672, -0.55792, 3.11577], [-1.45532, 0.30553, 4.55254], [-3.29293, 1.19631, 1.83691], [-2.58727, 0.03221, 0.67748], [-2.97578, 4.27363, -2.53811]], "forces_ev_per_angstrom": [[0.0, 0.2, -1.2], [-0.3, 0.2, -0.2], [0.7, -1.1, 0.9], [-0.4, 0.1, -0.3], [0.5, 0.0, -1.3], [-1.2, 0.1, 1.3], [1.0, -1.4, -1.1], [-0.5, 0.2, 0.6], [-1.5, 0.3, -0.2], [-0.5, -0.8, 0.1], [0.8, 0.6, -0.6], [0.3, -1.3, -0.2], [0.0, 0.7, -0.2], [0.5, -1.1, -1.4], [0.3, 0.3, 0.1], [0.7, 0.9, 0.0], [0.8, -0.1, 0.0], [-2.2, -0.5, 0.4], [1.0, 1.7, 0.7], [-0.3, -0.3, -0.2], [1.6, 0.2, 0.7], [-0.9, -0.2, 0.0], [0.4, -0.8, -0.3], [0.1, 1.1, 0.6], [-0.4, -0.3, -0.4], [1.1, 0.9, -0.1], [-0.6, 0.4, -0.9], [-0.3, -1.2, 0.7], [0.0, 0.7, -0.7], [0.0, 0.2, 0.0], [0.1, 0.1, 0.6], [-0.8, -0.2, 0.1], [0.4, 0.3, -0.1], [-0.1, -0.2, 0.4], [0.6, -0.2, 0.3], [-0.1, 0.8, 0.3], [-0.2, -0.1, -0.2], [-0.1, -0.2, -0.3], [0.1, 0.3, 0.1], [-0.5, 0.0, 1.0], [-0.2, 0.3, 0.2], [0.0, 0.1, 0.2], [0.3, 0.1, 0.0], [-0.1, -0.1, -0.2], [-0.6, 0.7, -0.1], [0.4, 0.1, 0.3], [0.1, -0.1, 0.0], [0.1, -0.4, 0.1], [0.0, -0.8, 0.1], [-0.2, -0.1, 0.1]]}



# 4
{"formula": "C3H6NO3", "method": "wB97M-V/def2-TZVPD", "e_above_lowest_kj_mol": 217.9, "fmax_ev_per_a": 5.35, "e_tot_ha": -398.0579, "charge": 1, "elements": ["C", "C", "C", "N", "O", "O", "O", "H", "H", "H", "H", "H", "H"], "xyz": [[-0.55251, 0.21854, 1.27744], [1.10386, -0.98430, 0.87085], [0.57476, 0.23361, 0.24321], [0.95910, 1.01527, -0.72117], [-1.56083, 0.82519, 1.32284], [0.03419, -0.83876, 1.90873], [-1.46703, -0.14288, -1.47804], [0.83341, -1.90169, 0.39487], [2.02690, -0.82331, 1.37068], [-2.03687, 0.38704, -1.01436], [1.60367, 0.80543, -1.37832], [0.50809, 1.94657, -0.93503], [-2.02672, -0.74072, -1.86171]], "forces_ev_per_angstrom": [[0.2, 0.3, -0.7], [-1.7, 0.1, 1.1], [0.8, 1.8, -2.3], [-3.8, 1.5, 3.5], [0.2, -0.4, 0.8], [-0.7, 0.7, -0.1], [4.1, 0.2, -0.1], [0.8, -0.7, -0.7], [1.2, -0.5, 0.0], [-2.2, 2.4, 2.0], [3.0, -1.3, -2.3], [0.1, -1.5, 0.7], [-2.0, -2.7, -1.9]]}



Please write out number 1 again, unchanged.
{"formula": "H5N2PS", "method": "wB97M-V/def2-TZVPD", "e_above_lowest_kj_mol": 292.2, "fmax_ev_per_a": 3.45, "e_tot_ha": -851.9601, "smiles": "P=S.NN", "elements": ["P", "S", "H", "N", "N", "H", "H", "H", "H"], "xyz": [[2.61885, -0.38198, 1.46714], [3.06358, 0.16732, -0.36072], [2.13653, 0.86917, 1.74289], [-0.73555, -0.49304, -0.25460], [-1.78295, 0.49369, -0.33224], [-0.75034, -1.05824, 0.57792], [-0.70112, -1.06178, -1.11765], [-1.31614, 1.33582, -0.86354], [-2.53286, 0.12905, -0.85921]], "forces_ev_per_angstrom": [[0.6, -0.2, -1.7], [0.1, -0.7, 0.6], [-0.6, 0.9, 1.0], [0.2, 0.1, -1.4], [2.8, 2.0, -0.2], [-0.5, 0.0, 0.0], [0.1, 0.2, 1.0], [-1.6, -2.2, 1.3], [-1.0, -0.2, -0.8]]}